The following is a quantum chemistry calculation of a cluster of 14 separate species, C66H164Cl4N21O17P7 in total, from the Open Molecules 2025 dataset.

The geometry in XYZ format:
```
279
Properties=species:S:1:pos:R:3:forces:R:3:lowdin_charge:R:1
Cl 2.896352 7.062370 4.028335 -0.038 -0.320 0.305 0.53
C 4.570462 6.460389 4.002693 1.180 1.054 -0.606 -0.68
C 5.015115 5.551236 5.144242 -1.018 -0.916 -0.847 -0.66
Cl 4.673441 6.297756 6.718856 0.303 -0.213 -0.121 0.55
H 5.204648 7.346133 3.965524 -0.112 0.215 0.524 0.06
H 4.719338 6.110977 2.981001 -0.054 -0.958 0.312 0.06
H 6.032787 5.168569 5.066691 0.348 0.972 0.019 0.08
H 4.486702 4.602016 5.055599 -0.615 0.147 0.406 0.06
Cl 4.272733 -3.854662 7.215898 -0.041 -0.188 -0.226 0.54
C 5.778190 -2.933543 7.454805 0.609 -0.833 -0.290 -0.65
C 6.915726 -3.845382 7.904683 -1.313 -1.954 1.683 -0.76
Cl 8.274396 -2.966587 8.436402 1.797 1.528 0.284 0.61
H 5.548740 -2.275997 8.293298 0.336 0.330 -0.449 0.06
H 6.057914 -2.455301 6.516113 -0.334 0.350 0.254 0.07
H 7.301469 -4.749357 7.433364 -0.522 0.568 -1.491 0.08
H 6.589784 -4.344732 8.817111 -0.544 0.197 0.225 0.05
O 0.322363 -0.732785 0.514627 1.290 1.185 0.434 -0.31
P 1.084115 0.554369 0.420896 -0.485 1.117 -0.199 0.65
N 0.121198 1.877535 0.956688 0.308 -1.765 -1.560 -0.33
C -0.770459 1.670459 2.112361 1.573 -0.275 0.513 -0.10
C 0.672003 3.219728 0.920104 -1.375 0.129 -0.024 -0.14
N 1.498143 1.017717 -1.231132 -1.366 0.544 0.873 -0.31
C 0.328903 1.266881 -2.154239 1.122 0.563 0.825 -0.09
C 2.475397 0.129664 -1.808425 1.035 -0.485 1.438 -0.16
N 2.591795 0.667592 1.321787 -2.436 -0.964 -0.316 -0.29
C 2.807925 -0.242376 2.488610 0.969 -0.192 -0.740 -0.11
C 3.543941 1.742890 1.108529 0.909 -1.071 -0.011 -0.14
H -1.170840 2.640788 2.406093 -0.326 -0.224 -0.117 0.08
H -0.089554 1.341878 2.897542 -0.123 0.178 0.829 0.07
H -1.507687 0.867729 2.097767 -0.120 0.316 -0.912 0.08
H 1.071238 3.502875 1.894035 0.510 0.169 -0.026 0.08
H -0.226976 3.814091 0.756803 0.154 0.681 0.062 0.08
H 1.324148 3.433000 0.073165 0.227 -0.408 0.251 0.07
H 0.695047 1.672917 -3.097199 0.443 -0.349 -0.104 0.07
H -0.236878 0.358194 -2.359845 -0.312 0.152 0.219 0.08
H -0.221215 2.120647 -1.758568 -0.561 -0.560 0.275 0.07
H 2.192186 -0.911123 -1.651414 -0.215 -0.338 -0.849 0.08
H 2.818519 0.380308 -2.812192 -0.506 -0.002 -0.024 0.09
H 3.336030 0.213893 -1.144872 0.502 -0.022 -0.231 0.05
H 2.877367 0.192784 3.485562 -0.666 0.700 -0.080 0.07
H 2.170967 -1.125905 2.530450 -0.583 0.519 -0.357 0.07
H 3.794528 -0.698340 2.405932 0.407 0.019 -0.410 0.07
H 3.666569 1.981916 0.052153 -0.349 0.070 -0.019 0.06
H 4.481019 1.269103 1.400966 0.481 0.349 0.037 0.07
H 3.460593 2.669344 1.676729 -0.522 -0.033 0.209 0.07
O -7.996214 -0.774475 -4.077643 -0.546 0.653 -1.530 -0.28
P -7.602026 -0.718082 -2.687131 0.581 -1.493 3.596 0.65
N -5.920548 -1.224520 -2.388871 -2.932 -1.412 -0.470 -0.30
C -4.884376 -0.272174 -2.671569 -0.009 0.649 0.707 -0.16
C -5.466553 -2.681146 -2.588731 -0.650 1.559 0.663 -0.07
N -8.600372 -1.920420 -1.816066 -0.333 0.930 -0.111 -0.29
C -8.628962 -2.141260 -0.370157 1.769 -0.065 -0.235 -0.16
C -9.956586 -2.103198 -2.422712 0.850 0.015 -0.273 -0.12
N -7.859706 0.817809 -1.892609 1.196 -4.364 1.289 -0.32
C -7.349770 0.967743 -0.548402 1.195 0.174 0.510 -0.12
C -8.239456 1.969019 -2.568699 -1.373 0.729 -1.999 -0.15
H -4.218032 -0.616855 -3.462314 0.240 0.015 0.230 0.08
H -4.439942 -0.112475 -1.689188 1.158 0.177 -0.339 0.08
H -5.241014 0.714241 -2.968047 -0.392 -0.056 -0.186 0.07
H -5.597662 -3.090901 -3.590223 -0.301 0.305 -0.151 0.07
H -5.966683 -3.317876 -1.858971 -0.079 0.037 -0.141 0.06
H -4.397415 -2.703930 -2.377703 -0.016 0.101 0.134 0.07
H -9.130546 -1.373353 0.218781 0.148 0.258 0.022 0.07
H -8.987347 -3.103117 -0.003440 -0.734 -0.242 -0.860 0.08
H -7.575457 -2.283360 -0.129286 0.221 0.753 0.708 0.06
H -10.422864 -1.181368 -2.770436 0.435 0.080 -0.659 0.07
H -9.747813 -2.856685 -3.182166 -0.953 0.335 -0.438 0.08
H -10.732899 -2.451138 -1.741262 0.618 -0.470 0.530 0.07
H -7.854325 1.763420 -0.000290 -0.088 0.055 -0.194 0.09
H -7.334773 0.107369 0.120652 -0.631 -0.370 -0.513 0.06
H -6.284920 1.193295 -0.606011 0.283 0.568 0.222 0.07
H -8.298818 2.869707 -1.957685 0.622 -0.139 0.081 0.09
H -9.265990 1.804647 -2.896280 -0.224 0.395 -0.454 0.08
H -7.630632 2.057819 -3.468451 -0.012 0.822 -0.083 0.08
O -3.297561 8.789196 -6.512028 0.527 -0.639 -0.365 -0.29
P -2.543425 7.596358 -6.069257 2.535 -1.659 0.570 0.61
N -0.840698 7.568495 -6.425143 -2.371 3.170 -0.353 -0.33
C -0.193130 8.714538 -7.127733 -1.372 -1.262 -0.769 -0.09
C 0.050064 6.651424 -5.834994 0.825 0.414 -0.693 -0.15
N -2.960621 6.122483 -6.801384 -0.804 1.451 0.449 -0.31
C -2.554274 4.791909 -6.501984 -0.512 -1.023 0.284 -0.16
C -3.722588 6.191494 -8.044148 -0.498 1.173 0.278 -0.11
N -2.498181 7.410280 -4.370671 -0.682 -2.459 -0.519 -0.30
C -3.262510 6.337281 -3.611780 -0.475 1.331 -1.959 -0.07
C -2.173787 8.646369 -3.692688 -0.831 0.095 -0.204 -0.13
H 0.885102 8.754156 -6.973015 -0.199 0.353 0.628 0.08
H -0.772938 9.626792 -6.987236 0.508 0.163 0.389 0.07
H -0.306378 8.484238 -8.187087 0.208 0.228 -0.396 0.07
H 0.553558 7.118826 -4.988743 -0.142 -0.576 0.882 0.08
H 0.832576 6.651380 -6.593796 0.428 -1.223 0.079 0.08
H -0.438362 5.686381 -5.699925 0.728 0.154 0.359 0.06
H -3.439732 4.161880 -6.417595 -0.383 -0.202 -0.014 0.09
H -2.018670 4.369312 -7.352068 0.610 -0.063 0.188 0.09
H -2.060951 4.628947 -5.543773 0.354 0.343 -0.341 0.06
H -3.407887 5.487378 -8.814399 0.199 -0.229 0.319 0.08
H -4.784657 6.085930 -7.822878 -0.174 -0.381 -0.255 0.08
H -3.622569 7.191349 -8.466502 0.033 0.011 -0.069 0.07
H -3.068676 6.418198 -2.542202 0.242 -0.406 -0.275 0.08
H -4.330036 6.435009 -3.809083 -0.439 0.712 0.556 0.07
H -3.173984 5.370544 -4.107428 1.059 -0.168 0.715 0.04
H -2.682701 9.422962 -4.263666 0.299 0.565 0.280 0.07
H -1.101599 8.836184 -3.642941 0.048 0.008 0.130 0.08
H -2.639166 8.626819 -2.707228 0.298 0.096 0.119 0.08
O 2.227938 -10.268919 2.675043 0.545 0.812 1.920 -0.31
P 2.451728 -9.237864 3.750755 0.326 0.072 -0.506 0.63
N 2.526157 -9.806965 5.358901 0.453 -2.738 -0.825 -0.30
C 2.727642 -9.001518 6.540663 -0.300 1.369 -0.824 -0.13
C 2.694540 -11.295325 5.658755 0.102 1.328 -0.303 -0.08
N 1.128744 -8.191336 3.794994 4.869 3.727 0.464 -0.33
C -0.176662 -8.648002 3.914018 -0.737 -1.738 -0.248 -0.14
C 1.368436 -6.740591 4.183969 -0.752 -0.893 -1.543 -0.09
N 3.884983 -8.191376 3.427166 -0.245 -0.887 0.721 -0.29
C 3.966302 -7.759422 2.038444 -0.574 -0.188 -0.547 -0.17
C 5.307253 -8.493653 3.837033 -0.785 0.050 -0.277 -0.11
H 3.783344 -8.969565 6.810050 0.084 0.257 0.157 0.07
H 2.146631 -9.209244 7.439207 -0.194 -0.965 -0.202 0.09
H 2.333310 -8.020905 6.274206 0.613 0.404 0.142 0.06
H 1.727859 -11.695971 5.963892 0.092 -0.083 0.086 0.08
H 3.418351 -11.372852 6.470033 -0.103 -0.070 0.173 0.07
H 3.095429 -11.900608 4.845729 -0.231 0.415 -0.304 0.07
H -0.624143 -8.742706 2.924627 -0.528 0.112 0.047 0.09
H -0.012817 -9.657842 4.290162 -1.132 -0.339 0.298 0.07
H -0.784413 -8.044367 4.588087 0.026 -0.108 0.025 0.09
H 2.361313 -6.364891 3.936715 0.084 -0.562 0.318 0.06
H 0.723835 -6.197699 3.492700 -0.332 0.414 0.364 0.08
H 1.107989 -6.522571 5.219703 -0.063 -0.050 0.034 0.07
H 4.215805 -8.587636 1.375183 0.289 -0.209 -0.084 0.08
H 3.024112 -7.389353 1.634184 -0.158 0.185 0.351 0.08
H 4.724959 -6.984905 1.925960 -0.028 0.097 0.107 0.08
H 5.418232 -8.826859 4.868902 -0.190 -0.119 -0.194 0.07
H 5.957397 -7.635099 3.668791 -0.591 0.878 0.574 0.07
H 5.843532 -9.122885 3.126699 -0.545 -1.140 0.060 0.07
O 0.927246 -7.045656 -6.167601 -0.762 -1.028 0.253 -0.30
P 0.785408 -7.607249 -4.798911 0.251 -0.889 1.274 0.55
N -0.674123 -7.211174 -4.045432 -0.832 0.267 0.823 -0.30
C -0.938011 -7.423102 -2.578428 -0.494 0.639 -0.901 -0.11
C -1.940737 -7.242933 -4.892502 2.328 -0.004 0.729 -0.07
N 1.975964 -6.957655 -3.789957 1.486 0.505 1.005 -0.27
C 1.801028 -5.493230 -3.488447 0.282 -0.326 -0.807 -0.13
C 3.484359 -7.381046 -3.722390 -2.251 -0.312 1.020 -0.06
N 0.767027 -9.327985 -4.616198 2.295 3.216 0.455 -0.34
C 0.496565 -10.083144 -5.788463 -0.930 0.679 0.520 -0.13
C 0.781291 -10.059679 -3.354072 0.263 1.144 -0.540 -0.10
H -0.108871 -7.178590 -1.914456 0.114 0.437 -0.431 0.07
H -1.302038 -8.373459 -2.188017 0.135 -0.702 -0.802 0.06
H -1.804074 -6.780627 -2.419489 0.238 0.405 0.559 0.07
H -2.247546 -8.276921 -5.050117 -0.227 -0.021 -0.129 0.07
H -1.616679 -6.774608 -5.821883 -0.562 -0.084 -0.142 0.07
H -2.728609 -6.684068 -4.387513 0.105 0.052 -0.084 0.07
H 2.336610 -5.161733 -2.598855 -0.268 -0.553 0.406 0.07
H 2.228668 -4.852357 -4.259481 0.119 -0.164 -0.505 0.07
H 0.749755 -5.206970 -3.457045 0.042 -0.319 0.309 0.07
H 3.563073 -8.250652 -3.069935 -0.335 -0.640 -0.504 0.06
H 4.005679 -7.575440 -4.659691 -0.319 0.356 -0.068 0.07
H 4.013087 -6.702586 -3.052874 -0.136 0.772 -0.677 0.06
H 0.431499 -9.334239 -6.577772 0.623 -0.639 -0.649 0.07
H 1.247857 -10.871758 -5.830446 -0.371 -0.278 -0.880 0.09
H -0.540669 -10.382915 -5.638849 -0.089 -1.220 -0.569 0.08
H -0.256194 -10.094058 -3.021593 0.089 -1.184 0.273 0.07
H 1.344547 -9.581199 -2.552899 0.003 0.539 -0.180 0.07
H 1.367412 -10.956658 -3.554038 -0.786 -0.614 0.258 0.08
O 11.868803 -0.186128 -3.415283 -3.668 -1.237 0.703 -0.33
P 10.387368 -0.560103 -3.189344 1.013 3.269 -1.254 0.60
N 10.071514 -2.073883 -2.646385 -0.359 -2.966 0.405 -0.29
C 11.081428 -2.944854 -2.002467 1.470 1.276 0.111 -0.10
C 8.959421 -2.950846 -3.061620 -0.933 0.386 -1.425 -0.12
N 9.436135 -0.302135 -4.637956 0.719 0.292 -0.982 -0.28
C 8.048523 0.244884 -4.723056 1.223 -0.506 1.027 -0.10
C 10.077287 -0.631180 -5.971747 0.689 -1.024 1.481 -0.10
N 9.615395 0.427628 -2.018243 -0.289 0.440 0.658 -0.30
C 8.375268 0.003452 -1.302402 0.780 -0.652 -1.687 -0.10
C 9.902884 1.902924 -1.915389 1.361 -1.998 -0.555 -0.09
H 10.950864 -3.114498 -0.933694 -0.829 -0.229 -0.031 0.08
H 12.057645 -2.460003 -1.998696 -0.007 0.374 -0.349 0.07
H 11.274804 -3.877264 -2.532870 -0.565 -0.054 -0.095 0.08
H 8.031091 -2.470479 -3.370741 0.013 0.817 0.635 0.06
H 8.655256 -3.740931 -2.375079 0.492 0.407 0.646 0.08
H 9.121486 -3.482315 -3.999367 0.939 -0.219 -0.157 0.08
H 7.677584 0.373150 -5.739933 0.511 -0.095 -0.059 0.08
H 7.380440 -0.462795 -4.232177 -0.385 0.263 0.108 0.05
H 8.052723 1.213788 -4.223734 -0.468 0.033 0.070 0.06
H 11.108011 -0.288192 -6.061567 -0.027 0.379 0.452 0.06
H 10.171250 -1.716984 -5.954628 -0.060 -0.233 -0.643 0.06
H 9.599273 -0.320545 -6.900782 -0.708 0.210 0.584 0.07
H 8.021014 0.747867 -0.589339 0.272 -0.075 -0.105 0.07
H 7.641719 -0.155368 -2.092837 -0.740 0.086 0.414 0.04
H 8.527642 -0.972205 -0.840914 0.040 0.149 0.303 0.07
H 9.453579 2.357208 -1.032299 -0.354 -0.151 -0.338 0.07
H 9.705795 2.391226 -2.869765 -0.269 0.416 0.234 0.07
H 10.979712 1.898427 -1.746505 0.101 0.654 -0.155 0.07
O -6.883945 6.733141 5.826862 0.601 -0.229 -1.101 -0.29
P -6.380049 7.971151 5.182051 1.727 0.163 0.228 0.56
N -4.679500 8.230561 5.366555 -3.101 -0.414 2.088 -0.34
C -4.093600 9.479643 5.389448 0.138 2.002 -1.675 -0.19
C -3.726181 7.200810 5.259504 -1.106 -2.448 -0.841 -0.12
N -7.175372 9.277921 5.844908 1.554 1.703 1.330 -0.30
C -8.584197 9.425786 5.528785 -0.246 -0.383 -0.944 -0.12
C -6.828737 9.878524 7.194009 -1.660 -1.605 0.077 -0.09
N -6.496982 8.048846 3.505733 -0.177 -2.185 0.243 -0.32
C -6.368919 9.192028 2.638514 -0.103 0.265 1.335 -0.10
C -7.139093 6.898698 2.824086 -0.280 0.585 1.475 -0.09
H -3.596218 9.540574 4.421467 0.712 0.758 -0.269 0.08
H -3.323903 9.629663 6.146522 -0.301 0.226 0.445 0.09
H -4.886528 10.224258 5.319181 0.382 0.471 0.651 0.07
H -2.712434 7.580565 5.132241 -0.148 -0.196 0.384 0.09
H -4.004661 6.609877 4.386942 0.539 -0.100 -0.790 0.08
H -3.907423 6.427085 6.005561 0.841 0.219 0.730 0.08
H -8.642721 9.655788 4.464934 -0.369 -0.001 -0.091 0.06
H -9.169471 8.525175 5.714395 0.079 -0.292 0.073 0.08
H -9.120240 10.213208 6.058614 0.630 0.239 0.180 0.08
H -7.417540 9.376910 7.961981 -0.823 -0.346 -0.051 0.07
H -5.889221 9.644235 7.694528 0.744 0.694 -1.260 0.08
H -7.246452 10.884793 7.225844 0.954 0.293 -0.140 0.08
H -6.088150 8.879502 1.632736 0.073 0.125 0.107 0.08
H -7.343911 9.679322 2.643613 0.038 0.596 -0.580 0.07
H -5.616449 9.843234 3.083288 -0.054 0.317 -0.407 0.07
H -8.191780 7.033468 3.072635 -0.507 -0.432 -1.116 0.08
H -6.873135 5.951387 3.293112 0.315 0.073 -0.147 0.07
H -6.844943 6.929469 1.774974 -0.453 -0.171 0.079 0.08
O 1.881183 0.532012 -7.886968 2.209 -3.422 -0.174 0.06
C 2.447350 -0.554467 -8.146006 -2.437 4.108 -0.118 -0.41
O 3.562300 -1.017523 -7.514183 -1.138 1.976 0.336 0.01
C 4.109179 -2.052013 -8.276299 -0.269 -1.521 0.109 -0.17
C 2.850412 -2.680898 -8.877262 0.449 -1.105 -2.788 -0.16
C 1.970005 -1.526085 -9.238086 -0.557 1.100 2.220 -0.09
H 4.613932 -2.721906 -7.580180 0.048 -0.042 -0.143 0.13
H 4.847889 -1.647187 -8.968049 -0.171 -0.085 -0.306 0.13
H 2.378012 -3.446134 -8.261346 0.154 0.230 0.089 0.13
H 2.963523 -3.031489 -9.903127 0.963 -1.344 0.367 0.11
H 0.902944 -1.697196 -9.095888 0.034 -0.059 0.313 0.13
H 2.007390 -1.139634 -10.256592 0.713 0.152 0.150 0.13
O -0.860883 -2.390777 7.806262 0.145 0.174 0.171 0.13
C -0.653601 -1.226698 8.014490 -0.476 -1.485 -1.513 -0.52
O -1.397118 -0.279274 7.442899 -0.998 0.305 -0.892 0.04
C -1.170437 0.997302 7.997296 0.596 0.970 0.534 -0.15
C 0.126608 0.870931 8.820188 -0.276 1.443 0.081 -0.16
C 0.373008 -0.609848 8.824776 1.468 1.245 2.270 -0.09
H -2.040754 1.248395 8.603623 0.045 0.126 0.014 0.12
H -1.015046 1.766410 7.240715 -0.439 -0.314 -0.326 0.12
H 0.042471 1.302496 9.817562 -0.432 -0.276 0.132 0.11
H 0.955230 1.467971 8.439373 -0.071 -0.240 -0.663 0.11
H 0.144044 -0.864090 9.859673 0.699 -0.944 0.000 0.14
H 1.413223 -0.745043 8.528514 -0.281 -1.009 0.157 0.14
O -5.735178 1.876779 3.771695 0.444 0.414 0.534 0.09
C -6.523019 1.851653 4.686486 2.229 -0.312 -0.077 -0.55
O -7.778528 1.736711 4.429684 -3.942 -0.773 -1.363 0.05
C -8.613949 1.445065 5.596361 -0.096 1.840 -1.497 -0.13
C -7.614231 1.064804 6.565767 1.446 0.140 3.713 -0.19
C -6.293273 1.780287 6.198303 -0.920 -0.822 -1.701 -0.03
H -9.447020 0.753468 5.470702 0.480 -0.241 -0.799 0.13
H -9.062972 2.409941 5.831941 -0.129 0.030 0.176 0.13
H -7.509125 -0.004264 6.750566 0.085 0.047 -0.257 0.12
H -7.910190 1.548882 7.496452 -0.149 -0.663 0.505 0.12
H -5.401717 1.165315 6.321008 0.038 0.519 0.566 0.12
H -6.300850 2.797293 6.590395 0.540 -0.152 0.157 0.13
O -6.156615 -5.047577 4.095316 0.052 0.206 -0.897 0.12
C -5.423375 -4.257242 3.557390 -1.012 -1.633 0.920 -0.48
O -4.796627 -4.480948 2.364901 -2.143 -1.552 1.021 0.01
C -3.833263 -3.465134 2.150499 -1.511 -0.790 -1.863 -0.18
C -3.579398 -3.059569 3.524825 3.457 1.464 0.018 -0.20
C -4.905502 -3.013605 4.166290 0.708 1.250 0.608 -0.08
H -4.432750 -2.747570 1.590310 0.854 0.695 -0.449 0.13
H -3.128367 -4.031918 1.542244 0.722 0.985 0.134 0.14
H -2.972213 -2.155265 3.565659 -0.067 0.113 0.265 0.13
H -2.990801 -3.872806 3.949451 0.136 0.073 0.408 0.14
H -5.446824 -2.101469 3.915117 -0.247 -0.104 -0.304 0.13
H -4.692682 -2.970446 5.234434 -0.926 -0.644 0.116 0.14
O 5.914975 5.861906 -6.340628 -1.662 -2.427 3.684 0.04
C 5.520287 5.435912 -5.203720 1.521 2.241 -6.845 -0.47
O 5.650399 6.250770 -4.211182 0.448 1.345 1.297 0.06
C 5.527404 5.546570 -2.986069 1.247 2.207 0.378 -0.18
C 4.803348 4.338112 -3.292972 -0.894 -2.358 0.297 -0.18
C 4.844551 4.174834 -4.809130 -0.495 -0.329 0.407 -0.05
H 5.007047 6.247996 -2.333897 0.418 -0.295 0.456 0.14
H 6.539899 5.275034 -2.687371 0.076 0.604 0.533 0.13
H 3.782784 4.471060 -2.933976 0.019 -0.827 0.085 0.12
H 5.392722 3.542401 -2.837357 -0.944 -0.457 0.373 0.12
H 3.801015 4.146323 -5.122678 0.257 0.107 -0.706 0.13
H 5.350999 3.284090 -5.180863 -0.014 0.154 0.037 0.13
```
Forces are in eV/Å.

Calculated values
HOMO: -7.75 eV
total charge: 0
frontier orbital gap: 0.271 Ha
E_LUMO: -0.0138 hartree